Entry 1:
An isolated ion of composition C5H12N2O and charge +1. Source: OMol25; level of theory: ωB97M-V with the def2-TZVPD basis set.

Geometry as XYZ:
```
20
Properties=species:S:1:pos:R:3
C -1.248 0.916 -0.249
O -2.042 2.041 -0.563
C 0.146 1.032 -0.865
C 0.956 -0.284 -0.681
C 0.388 -1.154 0.370
C 1.018 -1.381 1.586
N 0.442 -2.005 2.613
N 0.075 1.421 -2.266
H -1.248 0.805 0.849
H -1.815 0.050 -0.606
H -1.741 2.812 -0.066
H 0.586 1.850 -0.293
H 2.007 -0.140 -0.394
H 1.079 -0.761 -1.652
H -0.502 -1.727 0.123
H 1.978 -0.932 1.826
H 1.034 -2.672 3.124
H -0.492 -2.356 2.413
H -0.818 1.875 -2.414
H 0.198 0.609 -2.853
```

## Properties
multiplicity	2
E_HOMO (spin up / spin down)	-12.7 / -12.7	eV
HOMO-LUMO gap (spin up / spin down)	8.75 / 5.07	eV
E_tot	-10398.33071	eV
energy relative to the best compared isomer or geometry (same formula, charge and spin)	0.971	eV
total charge	+1

---

Entry 2:
A 2-piece molecular cluster, C6H15O2 overall. Source: OMol25; level of theory: ωB97M-V with the def2-TZVPD basis set.

Geometry as XYZ:
```
23
Properties=species:S:1:pos:R:3
C 0.625 -1.501 -1.986
O -0.229 -2.193 -1.332
C 1.364 -0.448 -1.095
C 0.366 0.394 -0.355
C -0.350 -0.301 0.735
C -1.536 0.298 1.407
C 0.612 -0.947 1.772
H 1.570 -2.048 -2.353
H 0.186 -0.917 -2.975
H 1.889 0.244 -1.800
H 2.153 -0.829 -0.446
H 0.793 1.351 0.168
H -0.419 0.633 -1.145
H -0.612 -1.227 0.182
H -2.348 0.360 0.630
H -1.978 -0.332 2.185
H -1.595 1.355 1.591
H 0.914 -1.901 1.273
H 1.492 -0.312 2.029
H 0.006 -1.216 2.669
H -0.985 2.385 -0.576
H -0.596 3.840 -0.104
O -1.320 3.310 -0.475
```

## Properties
E_HOMO	-2.6	eV
HOMO-LUMO gap	6.15	eV
E_tot	-10558.87634	eV
energy relative to the best compared isomer or geometry (same formula, charge and spin)	1.769	eV
total charge	-1

---

Entry 3:
A 2-piece molecular cluster, C4H9N5 overall. Source: OMol25; level of theory: ωB97M-V with the def2-TZVPD basis set.

Geometry as XYZ:
```
18
Properties=species:S:1:pos:R:3
C 2.605 -0.546 0.432
C 1.048 0.414 -0.813
C -1.849 1.349 0.424
C -1.701 0.093 -0.349
N 1.385 -0.757 -0.253
N 2.991 0.684 0.383
N 2.003 1.258 -0.298
N -1.396 -2.236 -0.216
N -1.497 -1.027 0.197
H 3.190 -1.349 0.894
H -0.803 1.844 0.486
H -2.573 1.994 -0.019
H -2.305 1.374 1.493
H -1.524 -0.079 -1.349
H 2.206 2.213 -0.508
H -1.207 -2.374 -1.276
H 1.052 -1.689 -0.470
H -1.626 -1.168 1.241
```

## Properties
E_HOMO	-7.4	eV
HOMO-LUMO gap	8.34	eV
E_tot	-11739.57241	eV
energy relative to the best compared isomer or geometry (same formula, charge and spin)	5.060	eV
total charge	0

---

Entry 4:
An isolated ion of composition C8H16N5S and charge +1. Source: OMol25; level of theory: ωB97M-V with the def2-TZVPD basis set.

Geometry as XYZ:
```
30
Properties=species:S:1:pos:R:3
C 0.709 -2.180 -1.966
C -0.589 1.893 1.691
C 1.559 0.938 0.814
C -0.065 -0.655 1.823
C -0.134 1.696 -0.768
C -1.793 0.209 0.329
C 0.447 0.782 1.952
C -1.214 1.652 0.296
N 0.914 0.696 -0.542
N -0.664 -0.760 0.538
N 0.367 -2.828 -3.110
N 0.089 -1.045 -1.682
N 0.398 -0.590 -0.390
S 1.713 -3.132 -0.887
H -1.198 1.820 2.482
H -0.181 2.991 1.596
H 1.941 1.877 1.066
H 2.299 0.050 0.997
H 0.644 -1.378 1.960
H -0.844 -0.764 2.554
H -0.372 1.375 -1.761
H 0.376 2.553 -0.839
H -2.484 0.239 1.131
H -2.364 0.149 -0.608
H 0.831 0.973 3.041
H -2.029 2.245 0.148
H -0.385 -2.660 -3.737
H 0.921 -3.469 -3.631
H -0.172 -0.503 -2.461
H 1.283 -2.173 -0.038
```

## Properties
E_HOMO	-12.1	eV
HOMO-LUMO gap	8.66	eV
E_tot	-26830.59006	eV
energy relative to the best compared isomer or geometry (same formula, charge and spin)	3.352	eV
total charge	+1

---

Entry 5:
A 3-piece molecular cluster, C4H13NO2 overall. Source: OMol25; level of theory: ωB97M-V with the def2-TZVPD basis set.

Geometry as XYZ:
```
20
Properties=species:S:1:pos:R:3
C -0.809 -0.447 1.904
C -1.793 0.437 1.212
C -1.933 0.472 -0.115
C -3.122 1.093 -0.809
N -1.026 -0.214 -0.947
H 0.045 -0.043 2.471
H -1.322 -1.049 2.674
H -0.299 -1.145 1.238
H -2.421 1.071 1.819
H -3.317 2.104 -0.443
H -4.009 0.471 -0.708
H -2.857 1.191 -1.856
H -0.755 -1.104 -0.555
H -1.352 -0.308 -1.904
O 1.631 -2.615 -1.931
H 1.906 -1.865 -2.488
H 1.330 -2.122 -1.149
O 5.439 1.625 1.009
H 4.511 1.622 1.261
H 5.509 1.094 0.212
```

## Properties
structure (SMILES)	C/C=C(/C)N.O.O
E_HOMO	-8.1	eV
HOMO-LUMO gap	8.51	eV
E_tot	-9943.18157	eV
energy relative to the best compared isomer or geometry (same formula, charge and spin)	1.015	eV
total charge	0

---

Entry 6:
C24H51BrGeN2O2PbSSi3 as an isolated structure. Source: OMol25; level of theory: ωB97M-V with the def2-TZVPD basis set.

Geometry as XYZ:
```
86
Properties=species:S:1:pos:R:3
Pb -0.556 -0.022 -2.132
C -1.150 -2.880 3.986
Si 0.386 -3.156 2.910
C 0.767 -4.945 2.392
C 1.873 -2.103 3.448
Ge 1.348 -0.262 0.080
Si 2.017 1.490 1.929
C 0.550 1.759 3.116
C 3.614 0.981 2.834
C 2.375 2.920 0.707
Si 3.645 -1.984 -0.423
C 4.234 -0.560 -1.545
C 4.727 -2.363 1.086
C 2.861 -3.481 -1.300
H -1.654 -3.819 4.195
H -1.883 -2.211 3.541
H -0.867 -2.460 4.948
H -0.083 -5.600 2.579
H 1.582 -5.344 2.986
H 1.041 -5.054 1.343
H 2.403 -2.557 4.279
H 1.547 -1.120 3.777
H 2.576 -1.966 2.631
H 0.712 1.237 4.055
H -0.401 1.424 2.711
H 0.455 2.813 3.361
H 3.499 0.108 3.469
H 3.913 1.800 3.484
H 4.439 0.804 2.151
H 1.715 2.926 -0.157
H 3.394 2.862 0.337
H 2.282 3.881 1.203
H 4.656 0.255 -0.962
H 3.445 -0.150 -2.174
H 5.027 -0.905 -2.204
H 4.781 -1.536 1.789
H 5.746 -2.567 0.758
H 4.387 -3.247 1.619
H 1.805 -3.341 -1.521
H 2.964 -4.375 -0.690
H 3.377 -3.682 -2.237
Br -6.435 -4.326 1.095
C -4.739 -3.513 0.992
C -4.646 -2.121 0.895
C -3.411 -1.520 0.880
C -2.238 -2.292 0.972
C -2.347 -3.694 1.027
C -3.582 -4.297 1.035
C -0.954 -1.643 0.996
O 0.136 -2.261 1.354
O -0.805 -0.457 0.597
H -5.551 -1.536 0.851
H -3.331 -0.444 0.816
H -1.449 -4.289 1.024
H -3.674 -5.372 1.077
C -2.370 3.538 0.924
C -1.432 4.415 0.095
N -1.665 4.346 -1.345
C -2.330 5.504 -1.935
C -3.842 5.467 -1.735
C -1.358 3.266 -2.046
C -1.648 3.247 -3.509
N -0.806 2.194 -1.514
H -2.181 3.733 1.976
H -2.233 2.474 0.740
H -3.405 3.784 0.712
H -0.385 4.165 0.304
H -1.585 5.450 0.397
H -2.097 5.570 -2.994
H -1.924 6.397 -1.458
H -4.279 4.550 -2.123
H -4.285 6.308 -2.258
H -4.098 5.553 -0.684
H -1.065 4.010 -4.027
H -2.705 3.442 -3.685
H -1.389 2.275 -3.919
H -0.654 2.288 -0.519
C -0.807 -0.210 -5.653
S 0.671 0.103 -4.629
C 1.523 -1.502 -4.836
H -0.480 -0.576 -6.621
H -1.315 0.742 -5.792
H -1.469 -0.931 -5.183
H 1.757 -1.619 -5.892
H 0.894 -2.321 -4.500
H 2.439 -1.467 -4.257
```

## Properties
multiplicity	2
E_HOMO (spin up / spin down)	-15.9 / -15.9	eV
HOMO-LUMO gap (spin up / spin down)	7.42 / 5.24	eV
E_tot	-199043.96955	eV
energy relative to the best compared isomer or geometry (same formula, charge and spin)	0.000	eV
total charge	+3

---

Entry 7:
C31H71Cl3HfN9O10 as an isolated structure. Source: OMol25; level of theory: ωB97M-V with the def2-TZVPD basis set.

Geometry as XYZ:
```
125
Properties=species:S:1:pos:R:3
Hf 13.315 10.967 13.975
Cl 11.732 11.775 15.651
Cl 11.395 9.827 12.721
Cl 15.382 12.194 14.594
C 11.758 16.672 14.561
C 12.235 17.970 13.859
C 11.099 18.346 12.894
O 10.257 17.231 12.775
C 10.330 16.633 14.105
H 11.706 16.848 15.644
H 12.328 15.841 14.198
H 13.194 17.812 13.337
H 12.373 18.756 14.664
H 11.465 18.625 11.904
H 10.546 19.177 13.276
H 9.945 15.612 14.101
H 9.655 17.242 14.795
C 12.767 13.858 12.569
O 12.661 12.728 13.081
N 11.996 14.374 11.660
C 12.309 15.711 11.123
C 10.800 13.686 11.178
H 13.597 14.514 12.912
H 13.366 15.926 11.479
H 11.686 16.439 11.709
H 12.324 15.754 10.057
H 10.903 13.521 10.119
H 10.878 12.649 11.602
H 9.956 14.225 11.442
C 14.857 10.848 10.823
O 14.206 11.224 11.811
N 15.295 11.586 9.840
C 16.326 10.985 8.813
C 15.427 13.060 10.251
H 14.991 9.776 10.699
H 17.269 10.873 9.387
H 16.467 11.621 8.010
H 16.049 9.995 8.579
H 14.447 13.641 10.243
H 15.669 12.989 11.365
H 16.206 13.507 9.660
C 13.545 7.906 13.482
O 14.277 8.905 13.447
N 14.023 6.661 13.561
C 13.173 5.487 13.473
C 15.451 6.387 13.706
H 12.487 7.948 13.322
H 13.119 4.960 14.395
H 13.541 4.714 12.874
H 12.216 5.884 13.072
H 16.130 7.260 13.976
H 15.579 5.609 14.422
H 15.833 6.034 12.800
C 11.793 18.349 18.531
O 12.109 18.317 17.355
N 12.675 18.451 19.535
C 14.094 18.545 19.116
C 12.229 18.369 20.954
H 10.769 18.236 18.913
H 14.514 19.318 19.778
H 14.147 18.823 18.090
H 14.680 17.652 19.342
H 12.982 17.613 21.431
H 12.287 19.328 21.419
H 11.335 17.844 20.853
C 14.821 16.971 15.673
O 15.689 17.752 15.397
N 15.106 15.643 16.005
C 14.036 14.851 16.595
C 16.500 15.242 16.154
H 13.736 17.162 15.696
H 13.923 13.857 16.092
H 13.142 15.450 16.508
H 14.267 14.582 17.637
H 16.450 14.175 16.182
H 17.054 15.591 15.330
H 16.952 15.686 17.052
C 9.615 15.639 19.328
O 10.306 15.193 20.268
N 9.580 15.177 18.081
C 8.616 15.748 17.121
C 10.509 14.207 17.659
H 8.931 16.476 19.530
H 7.853 16.264 17.704
H 8.242 14.980 16.453
H 9.058 16.544 16.582
H 11.078 14.553 16.804
H 11.114 13.957 18.489
H 10.051 13.227 17.441
C 14.531 9.257 16.655
O 13.913 9.913 15.781
N 14.897 9.743 17.796
C 14.670 11.123 18.077
C 15.211 8.880 18.920
H 14.568 8.212 16.514
H 14.977 11.425 19.060
H 13.643 11.400 17.834
H 15.311 11.603 17.395
H 16.283 8.829 19.112
H 14.658 9.198 19.780
H 14.887 7.839 18.681
C 8.351 12.582 14.555
O 8.069 13.274 13.599
N 7.656 12.539 15.678
C 8.050 11.641 16.743
C 6.338 13.065 15.649
H 9.231 11.926 14.514
H 7.492 10.719 16.827
H 7.860 12.100 17.736
H 9.052 11.354 16.592
H 5.863 13.031 16.709
H 6.271 14.037 15.222
H 5.660 12.443 15.057
C 10.959 11.084 19.315
O 12.010 10.614 19.012
N 10.599 11.452 20.577
C 9.271 11.953 20.767
C 11.417 11.380 21.734
H 10.100 11.240 18.654
H 8.649 11.875 19.856
H 9.404 12.972 21.170
H 8.857 11.482 21.678
H 11.785 12.365 21.974
H 10.800 10.916 22.516
H 12.323 10.803 21.463
```

## Properties
E_HOMO	-10.4	eV
HOMO-LUMO gap	8.62	eV
E_tot	-106059.32523	eV
total charge	+1

---

Entry 8:
C9H13O5PPt as an isolated structure. Source: OMol25; level of theory: ωB97M-V with the def2-TZVPD basis set.

Geometry as XYZ:
```
29
Properties=species:S:1:pos:R:3
Pt 0.875 0.903 -0.115
O 2.428 -1.599 -1.225
C 2.006 -0.570 -0.847
C -0.560 2.165 0.684
O -1.501 2.660 1.133
C 0.124 1.269 -1.958
O -0.442 1.302 -2.980
C 1.483 0.463 1.758
O 1.703 0.059 2.832
C 4.610 4.081 -0.752
H 5.221 3.440 -0.104
H 4.591 3.806 -1.815
C 3.776 4.983 -0.252
H 3.034 5.492 -0.879
H 3.664 5.125 0.830
C -3.685 -2.452 0.733
P -1.904 -2.000 0.227
C -1.090 -2.802 1.574
C -2.065 -2.233 -1.515
O -1.354 -0.556 0.284
H -3.581 -3.251 1.470
H -4.119 -2.968 -0.135
H -4.389 -1.708 1.091
H -1.462 -3.807 1.728
H -0.053 -2.781 1.326
H -1.203 -2.229 2.485
H -2.090 -1.276 -2.005
H -1.118 -2.686 -1.702
H -2.900 -2.830 -1.873
```

## Properties
multiplicity	3
E_HOMO (spin up / spin down)	-13.4 / -15.2	eV
HOMO-LUMO gap (spin up / spin down)	5.23 / 2.41	eV
E_tot	-32294.96248	eV
energy relative to the best compared isomer or geometry (same formula, charge and spin)	1.298	eV
total charge	+2